# 1
Below is C38H34FeN6S4Te as an isolated structure, with properties calculated with ωB97M-V with the def2-TZVPD basis set.

XYZ file:
```
84
Properties=species:S:1:pos:R:3:mulliken_charge:R:1
Fe 0.206 1.242 -0.467 0.127
S -0.050 2.610 -2.374 -0.132
C 1.094 3.720 -3.110 0.294
C 0.547 4.829 -3.772 -0.918
C 1.329 5.709 -4.494 -0.613
C 2.707 5.531 -4.571 -0.561
C 3.274 4.462 -3.898 -0.381
C 2.482 3.567 -3.185 0.251
S 3.284 2.284 -2.269 -0.207
C 3.097 3.121 -0.655 -0.640
C 3.300 2.149 0.453 -0.198
C 4.409 2.223 1.288 -0.907
C 4.567 1.275 2.281 -0.859
C 3.625 0.267 2.398 -0.944
C 2.550 0.259 1.524 0.487
C 1.534 -0.847 1.570 -0.613
S -0.112 -0.164 1.317 -0.227
C -0.167 0.930 2.720 0.105
C -0.239 0.384 3.998 -0.609
C -0.251 1.210 5.107 -0.856
C -0.210 2.589 4.915 -0.609
C -0.165 3.123 3.644 -0.840
C -0.140 2.304 2.504 0.957
S -0.135 3.015 0.907 -0.637
N 2.375 1.193 0.581 1.493
H -0.524 4.975 -3.711 0.451
H 0.862 6.547 -4.996 0.356
H 3.326 6.216 -5.133 0.372
H 4.344 4.303 -3.917 0.434
H 2.081 3.514 -0.598 0.032
H 3.815 3.939 -0.609 0.659
H 5.128 3.019 1.154 0.491
H 5.416 1.315 2.951 0.434
H 3.718 -0.505 3.150 0.548
H 1.567 -1.389 2.514 0.501
H 1.696 -1.561 0.759 -0.013
H -0.286 -0.692 4.120 0.480
H -0.297 0.791 6.103 0.423
H -0.221 3.253 5.771 0.381
H -0.146 4.196 3.503 0.454
C -3.020 1.068 1.040 -1.314
C -2.843 0.638 -0.370 0.896
N -1.728 0.719 -1.074 0.968
C -2.033 0.256 -2.340 -0.873
C -3.326 -0.131 -2.390 -1.012
N -3.841 0.119 -1.138 0.275
C -5.178 -0.235 -0.730 -1.470
N -5.329 -1.648 -0.514 0.733
N -5.617 -2.447 -1.567 -0.551
N -5.554 -3.669 -1.212 -0.576
C -5.195 -3.717 0.120 0.209
C -4.995 -4.810 0.968 -0.730
C -4.636 -4.537 2.266 -0.519
C -4.481 -3.210 2.723 -0.820
C -4.679 -2.125 1.901 -0.579
C -5.037 -2.412 0.580 1.345
H -2.306 1.867 1.240 0.003
H -2.836 0.247 1.734 0.080
H -4.022 1.458 1.216 0.579
H -1.314 0.296 -3.139 0.637
H -3.927 -0.549 -3.177 0.508
H -5.879 0.048 -1.514 0.310
H -5.430 0.294 0.186 0.581
H -5.121 -5.821 0.607 0.450
H -4.469 -5.351 2.958 0.392
H -4.201 -3.043 3.755 0.408
H -4.564 -1.114 2.264 0.456
C 3.158 -1.317 -1.526 -1.057
Te 1.262 -0.556 -2.161 0.526
C 0.515 -2.477 -1.533 -1.221
C 1.718 -3.365 -1.336 0.601
C 1.576 -4.738 -1.143 -0.829
C 2.684 -5.544 -0.955 -0.556
C 3.956 -4.982 -0.962 -0.585
C 4.106 -3.621 -1.156 -0.801
C 2.993 -2.803 -1.341 0.602
H 3.461 -0.821 -0.610 0.316
H 3.893 -1.074 -2.292 0.727
H -0.161 -2.874 -2.289 0.845
H -0.057 -2.355 -0.611 0.326
H 0.584 -5.175 -1.146 0.485
H 2.560 -6.609 -0.811 0.403
H 4.828 -5.607 -0.824 0.402
H 5.096 -3.182 -1.168 0.466
```

As for the molar mass: 886.4 g/mol. The total energy comes out at -4921.51661 a.u.

# 2
Below is an isolated ion of composition C22H31BCl3O4 and charge -1 in a non-equilibrium geometry, with properties calculated with ωB97M-V with the def2-TZVPD basis set.

XYZ file:
```
61
Properties=species:S:1:pos:R:3:mulliken_charge:R:1
Cl -2.069 4.252 2.130 -0.403
B -2.764 3.106 0.780 1.079
Cl -4.527 2.604 1.184 -0.376
Cl -2.675 3.978 -0.871 -0.380
O -1.943 2.029 0.772 -0.553
C -1.831 0.936 -0.016 -1.094
C -2.843 -0.163 0.560 0.150
C -3.949 -0.549 -0.226 0.049
C -4.904 -1.477 0.164 -0.704
C -4.756 -2.108 1.416 -0.371
C -3.789 -1.616 2.320 -0.759
C -2.874 -0.630 1.893 -0.149
H -2.063 1.000 -1.122 0.085
H -4.031 -0.094 -1.205 0.389
H -5.729 -1.729 -0.468 0.425
H -5.435 -2.947 1.698 0.310
H -3.760 -2.032 3.332 0.386
H -2.159 -0.257 2.625 0.413
C -0.766 -3.065 -2.767 -1.448
C -0.763 -2.333 -1.460 0.161
O -0.168 -1.031 -1.647 -0.078
C -0.052 -0.437 -0.417 -0.886
C -0.176 1.067 -0.581 3.523
C 0.877 1.871 0.176 -0.611
O 1.915 2.259 -0.355 -0.680
C 0.830 2.286 1.603 -0.405
C 0.774 1.123 2.574 0.120
C 2.191 0.610 2.868 -1.514
C 2.600 -0.425 1.787 -0.046
C 3.782 -0.006 0.952 -0.574
C 4.070 -0.895 -0.267 -1.446
C 2.996 -0.895 -1.355 0.564
C 2.764 0.396 -2.154 -0.754
C 1.416 0.632 -2.853 -0.488
C 0.285 1.362 -2.143 -1.337
O 0.028 -1.148 0.629 -0.644
H -1.355 -3.970 -2.583 0.459
H -1.231 -2.514 -3.586 0.268
H 0.250 -3.379 -3.066 0.318
H -1.797 -2.082 -1.155 -0.015
H -0.247 -2.874 -0.688 0.373
H 1.749 2.863 1.780 0.714
H 0.008 3.006 1.731 -0.454
H 0.266 1.456 3.492 0.453
H 0.148 0.340 2.126 -0.192
H 2.922 1.438 2.869 0.485
H 2.194 0.105 3.850 0.370
H 2.790 -1.402 2.264 0.678
H 1.741 -0.622 1.135 -0.244
H 3.627 1.029 0.625 0.313
H 4.661 0.024 1.610 0.396
H 5.039 -0.593 -0.673 0.372
H 4.175 -1.919 0.109 0.386
H 3.269 -1.689 -2.074 0.430
H 2.042 -1.224 -0.906 -0.248
H 2.944 1.261 -1.498 0.161
H 3.575 0.457 -2.904 0.546
H 1.705 1.208 -3.753 0.525
H 1.097 -0.330 -3.256 0.027
H -0.601 1.315 -2.782 0.355
H 0.528 2.422 -2.220 0.572
```

As for the molar mass: 476.7 g/mol. The energy above the lowest of the compared OMol25 structures with the same formula, charge and spin comes out at 43.5 kcal per mole. Its charge is -1.

# 3
Below is C4H8N2O as an isolated structure in a non-equilibrium geometry, with properties calculated with ωB97M-V with the def2-TZVPD basis set.

XYZ file:
```
15
Properties=species:S:1:pos:R:3:mulliken_charge:R:1
C 0.397 -0.594 1.854 -0.827
C 0.103 -0.382 -0.081 0.471
C 1.261 -0.169 -1.006 -0.344
N 0.086 -0.834 -1.527 -0.612
C -0.865 0.703 0.145 0.223
O -0.991 1.083 1.300 -0.631
N -1.574 1.242 -0.859 -0.381
H 1.439 -0.817 1.758 0.351
H 0.301 0.181 2.659 0.270
H -0.251 -1.412 2.146 0.283
H 1.498 0.816 -1.405 0.208
H 2.139 -0.798 -0.827 0.275
H 0.237 -1.809 -1.766 0.237
H -1.497 0.881 -1.793 0.225
H -2.282 1.908 -0.596 0.253
```

As for the molar mass: 100.1 g/mol. The energy above the lowest of the compared OMol25 structures with the same formula, charge and spin comes out at 105.7 kcal per mole.

# 4
Below is a 8-piece molecular cluster, C24H72O32P8 overall in a non-equilibrium geometry, with properties calculated with ωB97M-V with the def2-TZVPD basis set.

XYZ file:
```
136
Properties=species:S:1:pos:R:3:mulliken_charge:R:1
C -1.711 -5.404 -5.753 -0.575
O -0.879 -6.531 -5.555 -0.289
P 0.687 -6.541 -5.927 0.972
O 1.414 -7.815 -5.649 -0.715
O 0.760 -6.147 -7.508 -0.301
C 1.867 -5.376 -8.010 -0.585
O 1.228 -5.263 -5.129 -0.202
C 1.398 -5.389 -3.725 -0.749
H -2.130 -4.906 -4.878 0.221
H -2.570 -5.701 -6.354 0.269
H -1.145 -4.653 -6.304 0.283
H 1.434 -4.518 -8.524 0.219
H 2.505 -5.858 -8.751 0.283
H 2.565 -4.979 -7.272 0.282
H 2.455 -5.374 -3.460 0.293
H 1.017 -6.305 -3.274 0.332
H 0.987 -4.520 -3.212 0.266
C -6.031 -3.345 -1.365 -0.654
O -6.462 -4.368 -0.466 -0.322
P -5.561 -5.575 0.104 0.952
O -6.186 -6.360 1.209 -0.686
O -4.140 -4.905 0.497 -0.205
C -2.986 -5.730 0.547 -0.656
O -5.285 -6.505 -1.253 -0.289
C -6.417 -7.066 -1.838 -0.737
H -6.280 -2.377 -0.930 0.270
H -6.688 -3.286 -2.233 0.293
H -5.018 -3.437 -1.757 0.307
H -2.130 -5.204 0.968 0.245
H -2.778 -6.057 -0.472 0.286
H -3.165 -6.705 1.003 0.328
H -7.393 -6.863 -1.397 0.336
H -6.302 -8.149 -1.889 0.275
H -6.368 -6.677 -2.855 0.257
C -0.610 -1.311 -11.535 -0.608
O -1.530 -1.350 -10.377 -0.354
P -1.400 -0.234 -9.186 1.065
O -2.523 -0.241 -8.220 -0.686
O -1.193 1.136 -10.128 -0.304
C -2.319 1.762 -10.661 -0.764
O 0.074 -0.408 -8.540 -0.222
C 0.641 0.565 -7.709 -0.645
H 0.206 -0.615 -11.339 0.326
H -1.237 -1.160 -12.414 0.251
H -0.201 -2.309 -11.691 0.261
H -3.271 1.447 -10.233 0.345
H -2.308 1.789 -11.751 0.265
H -2.325 2.825 -10.420 0.273
H 0.746 0.204 -6.686 0.243
H 0.016 1.457 -7.718 0.290
H 1.628 0.812 -8.101 0.259
C -1.469 5.191 3.189 -0.503
O -1.882 4.867 4.540 -0.350
P -1.573 3.365 5.132 1.051
O -0.140 3.174 5.429 -0.669
O -2.603 3.166 6.373 -0.349
C -4.012 3.449 6.253 -0.591
O -2.113 2.361 3.997 -0.157
C -2.039 0.961 4.206 -0.684
H -0.595 5.843 3.181 0.255
H -2.372 5.529 2.681 0.250
H -1.165 4.251 2.727 0.189
H -4.238 3.851 7.241 0.227
H -4.527 2.494 6.143 0.233
H -4.112 4.214 5.482 0.323
H -1.400 0.676 5.042 0.337
H -1.647 0.647 3.238 0.172
H -3.083 0.656 4.268 0.266
C 7.421 1.268 0.570 -0.598
O 8.254 1.686 1.670 -0.338
P 8.141 1.005 3.124 0.943
O 8.972 1.579 4.200 -0.683
O 6.555 1.192 3.547 -0.165
C 6.135 2.501 3.726 -0.692
O 8.269 -0.579 2.831 -0.292
C 8.019 -1.578 3.826 -0.703
H 6.941 0.315 0.794 0.279
H 7.896 1.140 -0.403 0.323
H 6.691 2.017 0.263 0.242
H 6.724 3.279 3.241 0.341
H 6.234 2.815 4.765 0.262
H 5.063 2.443 3.536 0.212
H 7.233 -2.288 3.568 0.268
H 7.817 -1.220 4.835 0.315
H 8.972 -2.088 3.964 0.296
C -5.653 7.256 -2.111 -0.703
O -4.697 6.347 -2.671 -0.299
P -4.967 4.781 -2.717 0.925
O -6.353 4.316 -3.028 -0.697
O -3.897 4.290 -3.806 -0.312
C -2.556 4.713 -3.728 -0.673
O -4.299 4.261 -1.329 -0.097
C -5.172 4.003 -0.232 -0.727
H -6.204 7.770 -2.900 0.272
H -5.163 7.898 -1.379 0.292
H -6.367 6.734 -1.474 0.305
H -2.225 5.432 -4.477 0.286
H -1.980 3.787 -3.734 0.289
H -2.264 5.208 -2.802 0.274
H -5.179 4.957 0.295 0.296
H -4.699 3.282 0.435 0.199
H -6.238 3.885 -0.426 0.370
C 5.380 0.532 13.030 -0.743
O 4.218 0.090 12.330 -0.331
P 3.290 1.248 11.605 1.091
O 3.008 2.415 12.550 -0.682
O 4.032 1.671 10.213 -0.318
C 4.331 0.647 9.245 -0.689
O 2.021 0.405 11.060 -0.315
C 1.154 0.883 9.993 -0.618
H 6.382 0.477 12.606 0.261
H 5.400 -0.113 13.908 0.244
H 5.145 1.515 13.438 0.372
H 5.403 0.462 9.180 0.265
H 4.063 1.052 8.269 0.268
H 3.848 -0.299 9.489 0.353
H 0.164 0.453 10.144 0.262
H 1.453 0.570 8.993 0.242
H 1.156 1.972 10.037 0.338
C -0.473 0.069 -1.054 -0.697
O 0.642 0.347 -0.199 -0.013
P 2.164 0.433 -0.571 0.561
O 2.569 -0.576 -1.619 -0.716
O 2.251 1.994 -1.029 -0.314
C 2.189 3.109 -0.058 -0.503
O 2.982 0.194 0.830 -0.011
C 2.478 -0.677 1.823 -0.626
H -0.285 0.570 -2.003 0.264
H -1.431 0.416 -0.665 0.260
H -0.567 -1.006 -1.211 0.283
H 1.395 3.651 -0.571 0.223
H 3.113 3.684 0.000 0.243
H 1.923 2.712 0.922 0.261
H 3.293 -1.315 2.166 0.201
H 1.545 -1.158 1.529 0.297
H 2.227 -0.008 2.646 0.277
```

Its SMILES is COP(=O)(OC)OC.COP(=O)(OC)OC.COP(=O)(OC)OC.COP(=O)(OC)OC.COP(=O)(OC)OC.COP(=O)(OC)OC.COP(=O)(OC)OC.COP(=O)(OC)OC. As for the molar mass: 1120.6 g/mol. The energy above the lowest of the compared OMol25 structures with the same formula, charge and spin comes out at 127.0 kcal per mole.

# 5
Below is C15H4Cl4F6N5O9RhS2 as an isolated structure, with properties calculated with ωB97M-V with the def2-TZVPD basis set.

XYZ file:
```
46
Properties=species:S:1:pos:R:3:mulliken_charge:R:1
Rh 0.637 0.270 -0.329 1.043
Cl 0.441 -2.031 6.301 -0.228
C 0.203 -1.136 4.838 0.264
C -0.500 0.107 4.893 0.477
Cl -1.082 0.676 6.419 -0.230
C -0.712 0.841 3.757 -0.030
Cl -1.563 2.342 3.791 -0.211
C -0.230 0.397 2.488 0.532
O -0.421 1.042 1.428 -0.940
C 0.510 -0.877 2.426 0.392
O 0.947 -1.284 1.334 -0.752
C 0.682 -1.613 3.651 0.119
Cl 1.506 -3.120 3.542 -0.210
F -3.523 0.569 1.480 -0.212
C -3.698 0.179 0.212 0.597
F -4.971 -0.205 0.088 -0.251
F -3.474 1.219 -0.576 -0.234
S -2.516 -1.245 -0.139 1.106
O -1.499 -0.679 -1.007 -0.306
O -2.145 -1.676 1.175 -0.616
N -3.362 -2.384 -0.848 -0.609
S -3.855 -2.128 -2.342 1.064
O -4.143 -0.746 -2.624 -0.621
O -4.826 -3.122 -2.698 -0.704
C -2.386 -2.528 -3.435 0.618
F -2.818 -3.194 -4.517 -0.261
F -1.501 -3.295 -2.804 -0.223
F -1.780 -1.422 -3.852 -0.203
O 1.869 -0.476 -1.810 -0.452
N 1.562 -1.456 -2.612 -0.333
C 1.546 -1.136 -3.871 0.751
C 1.268 -2.176 -4.830 0.020
N 1.086 -2.988 -5.623 -0.553
C 1.870 0.181 -4.375 0.351
N 2.163 1.211 -4.793 -0.532
O 4.064 0.929 1.895 -0.720
C 3.504 1.719 1.161 0.114
C 3.976 3.172 0.977 -0.304
C 2.956 3.780 0.020 -0.591
C 2.031 2.607 -0.257 0.531
O 1.040 2.640 -0.996 -0.658
N 2.393 1.493 0.397 0.007
H 4.992 3.161 0.582 0.248
H 4.004 3.652 1.956 0.228
H 3.382 4.130 -0.920 0.269
H 2.376 4.598 0.448 0.251
```

As for the molar mass: 821.1 g/mol. The energy above the lowest of the compared OMol25 structures with the same formula, charge and spin comes out at 7.9 kcal per mole. Its charge is -2. Its multiplicity is 5.

Question: Look up the molar mass of the fifth one.
Answer: 821.1 g/mol

Question: Among the records above, which one has the highest molar mass?
Answer: C24H72O32P8

Question: Look up the molar mass of the fifth one.
Answer: 821.1 g/mol

Question: Look up the molar mass of the third one.
Answer: 100.1 g/mol